The following is a DFT calculation (ωB97M-V/def2-TZVPD) of C24H43N2O2RhSbSi3 as an isolated structure at a distorted geometry.

E_LUMO (alpha / beta) = -3.658 / -3.657 eV
HOMO level (alpha / beta) = -10.5 / -10.5 eV
Multiplicity = 1
Strongest force on any atom = 2.6 eV/Å
Net charge = +1

Element x y z (Å)
1 H -2.7902 0.9030 -0.1960
2 N -1.4457 2.9977 -1.2751
3 Si -2.4955 -1.0962 1.2744
4 H -2.9402 -3.4757 1.9175
5 C -0.0546 -2.0240 0.3613
6 H -2.6642 0.8979 -4.2764
7 C 2.3128 3.2567 -2.6693
8 H 0.9225 -4.3858 -2.5353
9 H -4.1000 -0.2680 -0.3642
10 C -3.0175 -0.1642 -0.2389
11 C -0.8684 -3.1071 3.9194
12 H 0.2345 4.4936 -0.3629
13 C -0.1287 -3.4202 0.5250
14 Si 1.9402 2.7836 -0.9056
15 H 3.3672 -1.8675 -3.5533
16 H -0.5052 -3.8142 1.4582
17 H 1.3504 4.2672 0.9985
18 H 1.2404 -0.1874 -4.4786
19 H -1.2584 2.0616 2.9988
20 C 4.0334 -1.1639 -3.0514
21 H 1.3812 3.3585 -3.2379
22 H -0.7062 -3.0806 5.0018
23 H -3.0424 4.2420 -1.6340
24 H 1.4624 1.2793 -4.0802
25 H 3.2098 2.2990 1.1356
26 C 3.4145 -0.8037 -1.7563
27 H 2.0153 -2.8754 2.2752
28 H 4.1458 3.1947 -0.0932
29 C -3.1604 -2.8281 1.0661
30 H 4.0177 1.4357 -0.1678
31 H -3.1397 -1.0342 3.6690
32 H 0.4982 0.6112 4.1730
33 C 0.6590 -3.7535 -1.6984
34 H -3.8891 2.9711 -3.5910
35 C 1.2755 4.3274 -0.0912
36 C -1.1824 1.1322 -2.7428
37 H 0.1515 -0.6186 5.3801
38 C -3.3010 -0.3926 2.7980
39 C 0.2338 -4.2797 -0.4818
40 H -0.5084 -4.0768 3.5660
41 H 4.9994 -1.6314 -2.8701
42 C -2.3141 1.5016 -3.4476
43 C 1.8499 -2.0791 3.0056
44 H -4.2503 -2.7618 0.9812
45 H -4.3806 -0.3528 2.6181
46 C 3.4702 2.3481 0.0790
47 H -2.5352 -0.5727 -1.1308
48 H 1.8717 5.1874 -0.4152
49 H -1.9464 -3.0630 3.7549
50 O 3.6482 -1.1275 -0.6397
51 H 4.1197 -0.2843 -3.6821
52 Si 0.0479 -1.6572 3.1806
53 H -0.6947 3.2279 1.7671
54 H -2.7901 -3.3199 0.1636
55 O 1.6685 0.3725 -3.8192
56 C 0.7345 -2.3900 -1.8035
57 C -0.5849 -1.1183 1.4375
58 C -3.0042 2.6407 -3.0646
59 H 0.1634 -5.3507 -0.3358
60 C -1.1011 2.2325 1.9351
61 Sb 0.3850 0.8391 1.2686
62 N 0.4232 -1.5298 -0.8017
63 C 0.4279 1.5619 -0.8487
64 H -2.0316 2.1347 1.3823
65 Rh 1.8649 0.1915 -1.1004
66 H 2.7969 4.2377 -2.6638
67 C -0.7748 1.9092 -1.6609
68 H 2.4307 -1.2090 2.6893
69 C -2.5299 3.3483 -1.9744
70 H -0.6292 0.2398 -2.9943
71 H -2.9730 0.6161 3.0513
72 H 1.0475 -1.9308 -2.7322
73 C -0.1406 -0.2484 4.3920
74 H 2.2532 -2.4210 3.9636
75 H -1.1738 0.0986 4.4656
76 H 2.9840 2.5650 -3.1869

Löwdin population analysis, charges in e, atoms 1 to 6: H 0.0133; N 0.0999; Si 0.4419; H 0.0263; C -0.3858; H 0.1137

---

The following is a DFT calculation (ωB97M-V/def2-TZVPD) of C27H54N3O13P3S2 as an isolated structure at a distorted geometry.

E_LUMO = -2.094 eV
HOMO level = -9.0 eV
Multiplicity = 1
Strongest force on any atom = 7.9 eV/Å
Net charge = 0

Element x y z (Å)
1 H 0.3252 -2.6382 0.4074
2 C -3.5282 0.9368 2.3807
3 O 4.9320 1.0042 7.8953
4 O 2.4794 0.9753 -8.8658
5 H 1.7900 2.6518 8.2983
6 C -2.9047 2.0356 3.2167
7 H 4.4710 0.8398 9.9007
8 H 1.1614 -2.8731 -3.8506
9 C 1.6506 -0.1772 2.5032
10 C 1.2745 -0.9135 1.2064
11 C -2.6790 2.8488 0.0127
12 H -1.3481 -2.2413 3.3531
13 H 0.9243 -2.1543 -5.4553
14 C 0.2550 -2.0621 1.3358
15 H -0.3337 -1.9776 -4.2272
16 H -3.1534 1.8211 4.2575
17 C -3.9336 -0.4220 0.4411
18 H 1.4578 -2.8479 3.0075
19 H -1.1171 -4.4511 -7.2430
20 C -2.2207 1.3973 0.2383
21 P -1.5863 -4.3921 -4.5366
22 H 0.9561 1.8233 1.9452
23 H -0.3634 -3.1000 4.5292
24 H 1.7730 2.9163 -5.9388
25 H 3.0250 2.9249 -8.3144
26 C -3.2305 0.6409 1.0778
27 O -1.7013 -5.8559 -4.6177
28 O 0.7362 -0.5004 -7.6268
29 O -0.1453 -3.8750 -5.0925
30 P 3.7701 1.3244 6.7822
31 C -4.5508 0.1728 3.0481
32 C 2.5038 2.1352 -5.7374
33 C -1.8273 3.6252 -0.9766
34 C -2.1851 -4.3770 -7.0502
35 C 0.0523 0.4370 -10.1309
36 H 3.5041 2.5142 -5.9464
37 H -3.7143 2.8307 -0.3221
38 C -1.6884 -2.9563 -2.2358
39 C -0.6725 -3.0881 3.4840
40 H -1.2022 1.3213 0.6164
41 H 0.6921 1.2749 8.4841
42 H -0.7711 -1.6882 1.3640
43 H -4.7948 0.3978 4.0783
44 C 5.9207 1.6398 5.3254
45 O 0.1932 1.3582 -9.0471
46 H -0.5802 -0.3966 -9.8342
47 O -2.3335 4.2728 -1.8597
48 H 2.6974 0.1222 2.3982
49 C 0.5198 -3.0494 2.4943
50 N -3.7573 -0.8371 -0.8192
51 H 1.0191 0.0739 -10.4716
52 C 3.4292 2.0331 -8.7975
53 H -0.8436 -2.2955 -2.0418
54 C -0.6192 0.8373 3.0926
55 O -2.4427 -3.7917 -5.7708
56 C 0.8578 1.1005 2.7611
57 O 2.5758 0.7471 7.8171
58 H 4.2866 2.4821 9.2401
59 S -4.7614 -2.0532 -1.0525
60 H 5.8999 1.8106 9.5114
61 P 1.2009 0.8975 -7.8267
62 H 6.4250 0.9908 6.0379
63 H -2.4508 -2.4148 -2.7928
64 N -5.5059 -2.1407 0.3693
65 H 4.3119 1.6969 -8.2500
66 H -0.1025 4.5231 -0.7542
67 H 1.9915 1.5262 9.6584
68 S -6.5132 -1.7177 3.3253
69 C 0.4249 -2.6528 -4.6265
70 C 1.7206 1.6097 8.6059
71 O -1.2239 -4.1246 -2.9542
72 H 5.6093 1.0705 4.4525
73 C 4.8848 1.5698 9.2030
74 H -7.6282 -1.1831 2.8006
75 H -0.2663 3.2001 0.1466
76 H -1.0146 0.1823 2.3181
77 H 1.2770 1.5621 3.6633
78 H -2.6779 3.4327 0.9380
79 H 2.1937 -1.3685 0.8248
80 O 3.6095 0.2358 5.7786
81 C -1.3734 2.1714 3.1362
82 H 0.9531 -0.2262 0.4168
83 C -5.2367 -0.8295 2.4545
84 O 2.2655 0.9441 -6.5281
85 H -2.6349 -3.7177 -7.7900
86 C -4.9438 -1.1867 1.1081
87 H -2.2176 0.9138 -0.7400
88 H -0.7073 0.3029 4.0417
89 H 6.6054 2.4282 5.0160
90 N -0.4275 3.5600 -0.7909
91 H -2.1027 -3.2763 -1.2823
92 H 2.4468 1.8644 -4.6848
93 H 0.5936 -4.0502 2.0697
94 H -1.0217 2.7057 4.0222
95 H -0.4290 0.9833 -10.9408
96 H -2.6496 -5.3589 -7.1130
97 H -1.0610 2.7532 2.2675
98 O 4.7926 2.2885 5.9161
99 H 3.7269 2.2957 -9.8107
100 H 1.6207 -0.7974 3.3987
101 H -3.3508 3.0089 2.9930
102 H -1.2584 -3.9848 3.2804

Löwdin population analysis, charges in e, atoms 1 to 6: H 0.0932; C -0.1492; O -0.2647; O -0.2745; H 0.0807; C -0.1298

---

The following is a DFT calculation (ωB97M-V/def2-TZVPD) of CHBr3O2 as an isolated structure at a distorted geometry.

Energy relative to the best compared isomer or geometry (same formula, charge and spin) = 34.1 kcal/mol
E_LUMO (alpha / beta) = -0.780 / -0.640 eV
HOMO level (alpha / beta) = -10.3 / -8.6 eV
Multiplicity = 1
Strongest force on any atom = 1.3 eV/Å
Net charge = 0

Element x y z (Å)
1 O 1.8970 0.2989 0.0014
2 C -1.0852 0.0071 -0.1013
3 Br -1.8220 1.7738 -0.2039
4 Br -0.1810 -0.6104 -1.5975
5 Br -1.8596 -1.2335 1.0693
6 O 0.9400 0.4416 0.9249
7 H 2.1108 -0.6775 -0.0928

Löwdin population analysis, charges in e, atoms 1 to 6: O -0.1815; C -1.7063; Br 0.6243; Br 0.7362; Br 0.6579; O -0.2309

---

The following is a DFT calculation (ωB97M-V/def2-TZVPD) of a 2-piece molecular cluster, C2HF3NOS overall at a distorted geometry.

Energy relative to the best compared isomer or geometry (same formula, charge and spin) = 88.0 kcal/mol
E_LUMO (alpha / beta) = 2.969 / 3.337 eV
HOMO level (alpha / beta) = -3.6 / -3.9 eV
Multiplicity = 1
Strongest force on any atom = 6.0 eV/Å
Net charge = -1

Element x y z (Å)
1 S -1.8074 1.0229 -1.4193
2 F 0.3743 0.1336 3.1851
3 N -1.0620 -0.0596 0.6064
4 F 0.5751 -1.9780 2.3439
5 C 0.5068 -0.6312 2.0877
6 H -1.2039 -0.7746 0.0172
7 O -0.7858 2.1668 0.8172
8 F 1.6897 -0.1665 1.4499
9 C -1.1241 1.1658 0.2071

Löwdin population analysis, charges in e, atoms 1 to 6: S 0.3949; F 0.0917; N 0.0755; F 0.0617; C -0.3348; H -0.0356